(1)
A structure of composition C46H42BrCeN10O4PS2 in a non-equilibrium geometry, computed with ωB97M-V/def2-TZVPD.

The geometry in XYZ format:
```
107
Properties=species:S:1:pos:R:3
Ce 0.46353 0.37832 0.04285
N 0.85751 1.57706 2.58632
N -0.10067 2.40180 3.20700
C -0.81440 3.23250 2.45295
N -1.60545 4.10889 3.11771
S -0.70590 3.21665 0.73166
H 1.20138 0.90939 3.27799
H 1.61690 2.24289 2.26187
H -0.21518 2.37303 4.21574
H -1.60611 4.18228 4.12476
H -2.13526 4.79304 2.58925
C -3.30825 1.32592 1.21857
O -2.20165 0.52755 1.59433
C -2.30621 -0.17467 2.75192
C -3.29519 0.07936 3.71512
C -3.42699 -0.79185 4.76454
Br -4.77642 -0.50571 5.99142
C -2.61028 -1.89636 4.91666
C -1.53223 -2.09461 4.01193
C -1.37515 -1.21477 2.93366
O -0.47719 -1.43663 1.87423
C -0.72058 -3.26354 4.16435
N -1.18710 -4.39787 4.64206
C -0.13980 -5.32359 4.57773
C -0.10658 -6.66066 4.92068
C 1.08882 -7.34114 4.79969
C 2.24460 -6.72850 4.30943
C 2.22346 -5.38058 3.93080
C 1.02952 -4.70665 4.06108
N 0.62824 -3.36855 3.72680
H -4.22227 0.70632 1.14696
H -3.08775 1.76909 0.24778
H -3.50375 2.18728 1.87111
H -3.97630 0.91729 3.62576
H -2.76827 -2.59516 5.71626
H 0.24554 -1.99090 2.25651
H -0.98875 -7.12862 5.32023
H 1.13360 -8.37490 5.10096
H 3.15089 -7.31152 4.21647
H 3.10364 -4.91291 3.54215
H 1.27329 -2.62294 3.98709
N -2.50963 1.03069 -2.56819
P -0.86806 1.56668 -2.52178
C -0.34172 1.29234 -4.22035
C 0.54163 0.28263 -4.60821
C 0.80341 0.09220 -5.94967
C 0.20288 0.89371 -6.90316
C -0.69315 1.85905 -6.51594
C -0.98318 2.04810 -5.18171
C -1.00794 3.35495 -2.37198
C 0.05311 4.12724 -2.83269
C -0.03010 5.50774 -2.78348
C -1.20015 6.10542 -2.33872
C -2.27662 5.32905 -1.95491
C -2.19885 3.95017 -1.98010
C -2.97650 -0.04164 -1.84512
C -4.34524 -0.35865 -1.97042
C -4.83216 -1.45400 -1.27573
C -3.96228 -2.17643 -0.48564
C -2.62643 -1.80150 -0.41464
N -2.13085 -0.72502 -1.07627
H -3.17420 1.46659 -3.20205
H 1.03474 -0.32868 -3.85701
H 1.49188 -0.68378 -6.24662
H 0.44651 0.77596 -7.95178
H -1.21154 2.46699 -7.23940
H -1.68695 2.82117 -4.88174
H 0.92266 3.64393 -3.26027
H 0.82092 6.08767 -3.10517
H -1.28991 7.17779 -2.29982
H -3.18859 5.79579 -1.58407
H -3.04197 3.34368 -1.64967
H -4.99551 0.21823 -2.60726
H -5.87462 -1.73174 -1.37013
H -4.27958 -3.05466 0.03573
H -1.93695 -2.35757 0.20750
S 4.44417 -2.54621 0.98305
C 4.55938 -1.18770 2.04740
C 3.47363 -0.36236 2.04488
C 2.45319 -0.79286 1.11433
C 2.84546 -1.98041 0.47848
C 2.16303 -2.61524 -0.61601
C 2.70990 -3.72132 -1.29146
C 2.05668 -4.22361 -2.40669
C 0.87741 -3.63887 -2.82113
C 0.36625 -2.57719 -2.10143
N 0.98195 -2.08357 -1.00971
H 5.43748 -1.06357 2.65030
H 3.36693 0.53629 2.64758
H 3.63247 -4.17378 -0.94748
H 2.49914 -5.06212 -2.93153
H 0.34491 -4.01092 -3.67651
H -0.59090 -2.11030 -2.36837
C 3.84939 2.11299 -3.45943
N 3.51269 2.50988 -2.09927
C 4.13889 3.60581 -1.48520
C 3.87429 3.92796 -0.18868
C 2.89287 3.17106 0.54937
O 2.65042 3.37750 1.77076
N 2.23418 2.18206 -0.14161
C 2.55030 1.81347 -1.39414
O 1.93172 0.78386 -1.88830
H 4.91227 2.23296 -3.65936
H 3.30125 2.71257 -4.18816
H 3.57498 1.05969 -3.54630
H 4.83844 4.14902 -2.09551
H 4.39499 4.74475 0.29629
```

Total energy   -185405.3982 eV
Net charge   +1
Relative energy (zero: lowest compared OMol25 entry of this formula, charge and spin)   0.093 eV
Molar mass   1114.036 g/mol
Spin multiplicity   2



(2)
A cluster of 5 separate species, C46H42F12IN3O16S2 in total in a non-equilibrium geometry, computed with ωB97M-V/def2-TZVPD.

The geometry in XYZ format:
```
122
Properties=species:S:1:pos:R:3
O -5.57099 1.45733 -0.88883
C -5.89930 0.99043 -2.09911
O -5.27000 -0.16474 -2.75773
C -5.06990 -1.29355 -1.83617
C -3.91690 -2.28186 -2.53663
C -2.62699 -1.30095 -2.84716
C -2.53636 -0.67535 -4.39573
C -3.65891 -1.04496 -5.57913
C -3.21337 -2.56797 -6.10774
C -3.71622 -2.90005 -7.63250
C -5.37492 -2.85185 -7.81113
O -6.16484 -3.05241 -6.75252
O -5.88994 -2.56000 -9.15920
C -1.32373 0.34760 -4.89012
C -1.20596 1.01674 -6.38517
O -2.18435 1.83429 -6.86529
N -0.00506 0.83959 -7.33236
C 0.49503 -0.58858 -7.30140
O -0.23659 -1.60401 -7.76845
F 1.86145 -0.87346 -6.76185
C -0.15144 0.70692 -3.76748
C 1.10300 1.69473 -4.24287
C 2.62267 1.02788 -4.25927
C 3.74684 2.14005 -4.80644
C 3.15213 3.60422 -5.19961
N 1.77118 4.16057 -5.12390
C 0.71611 3.22213 -4.64449
C -0.25032 0.06699 -2.26180
C -1.45058 -0.93572 -1.71573
N -1.52453 -1.54745 -0.33440
C -0.65279 -2.78334 -0.19390
F 0.04357 -2.86134 1.14493
F 0.47358 -2.82992 -1.20003
C -1.45399 -4.20825 -0.36010
F -1.54543 -4.65828 -1.78443
F -2.77339 -4.26574 0.30974
F -0.60206 -5.25137 0.32424
C -1.09161 -0.59692 0.75930
C -1.86743 -0.58208 2.24094
I -3.58528 -1.92062 2.70377
C -1.39233 0.41081 3.48354
S -2.18658 0.43686 5.19658
O -3.73001 0.54329 5.18357
O -1.67610 1.72497 5.95342
C -1.49749 -1.03707 6.12688
F -2.19457 -2.32169 5.84958
F -0.08783 -1.22658 5.61678
C -1.36474 -0.83651 7.74848
F -2.36267 0.07621 8.35324
F 0.05845 -0.47865 8.06878
F -1.56214 -2.20611 8.35463
C -0.11398 1.46945 3.27986
C 0.66291 1.48968 1.83651
F 1.80656 2.44298 1.61249
C 0.18473 0.46848 0.64650
S 1.10659 0.46957 -0.99606
H -6.73645 1.58373 -2.70887
H -6.07996 -1.89192 -1.67235
H -4.66662 -0.99785 -0.77730
H -4.43086 -2.72492 -3.49092
H -3.64028 -3.18866 -1.84430
H -4.76322 -1.09567 -5.14229
H -3.68821 -0.25755 -6.44414
H -2.01974 -2.55212 -6.06666
H -3.54252 -3.41656 -5.36606
H -3.42878 -4.03782 -7.85086
H -3.16435 -2.27883 -8.47326
H -5.11732 -2.73557 -9.77509
H 0.75458 1.52184 -7.07766
H 2.88198 -0.07055 -3.95264
H 4.89475 1.86759 -4.90444
H 3.97330 4.36392 -5.62279
H -0.41257 3.58043 -4.57702
H 0.19950 2.16494 4.17589
O -0.38442 -0.57964 14.34766
C -0.38297 -0.04036 13.25342
C -1.36459 -0.30586 12.15247
C -0.67440 0.30461 10.95901
C 0.14187 1.40844 11.57883
O 0.49919 0.93057 12.87488
H -2.30539 0.20197 12.38228
H -1.52559 -1.37794 12.01781
H -1.36429 0.65977 10.18889
H -0.00852 -0.43687 10.50095
H -0.43082 2.33472 11.69369
H 1.04659 1.62031 11.00159
O 6.92698 1.85889 -5.00986
C 7.21868 1.06577 -5.88966
C 8.48966 0.27469 -5.96004
C 8.48629 -0.20314 -7.39010
C 7.01593 -0.29151 -7.70499
O 6.40310 0.74218 -6.93576
H 8.43239 -0.55740 -5.25282
H 9.35770 0.90357 -5.74924
H 9.01554 -1.14839 -7.53687
H 8.95815 0.55191 -8.03062
H 6.58380 -1.25229 -7.40611
H 6.81577 -0.12813 -8.76794
O -0.46771 3.40289 -0.10151
C -0.85544 4.50011 0.26449
C -0.56323 5.12584 1.59462
C -1.57733 6.24027 1.64978
C -1.77113 6.58230 0.19569
O -1.58905 5.35434 -0.50770
H 0.46143 5.50778 1.59257
H -0.70867 4.41049 2.40736
H -1.25744 7.09349 2.25378
H -2.51684 5.86130 2.07017
H -1.03022 7.30403 -0.16392
H -2.77300 6.97491 -0.00109
O 5.47202 -1.14538 4.80483
C 4.80592 -1.93063 5.45895
C 3.40216 -2.35141 5.14497
C 2.96303 -2.98181 6.44234
C 4.25727 -3.50155 7.01133
O 5.25822 -2.58666 6.56766
H 3.42091 -3.07609 4.32625
H 2.78096 -1.49071 4.88670
H 2.20505 -3.75948 6.31645
H 2.55005 -2.21065 7.10398
H 4.50531 -4.49984 6.63575
H 4.24069 -3.52822 8.10478
```

Structure (SMILES)   O=COCCc1c(CCCC(=O)O)c(C(=O)NC(=O)F)c(-c2cccnc2)c2c1N(C(F)(F)C(F)(F)F)c1c(I)c(S(=O)(=O)C(F)(F)C(F)(F)F)cc(F)c1S2.O=C1CCCO1.O=C1CCCO1.O=C1CCCO1.O=C1CCCO1
Total energy   -147957.7197 eV
Relative energy (zero: lowest compared OMol25 entry of this formula, charge and spin)   38.858 eV
Molar mass   1311.861 g/mol
Spin multiplicity   1



(3)
A structure of composition C46H43Cl2GdN8O11S2 in a non-equilibrium geometry, computed with ωB97M-V/def2-TZVPD.

The geometry in XYZ format:
```
113
Properties=species:S:1:pos:R:3
Gd -11.64699 -11.50832 -16.43116
C -13.68197 -7.59353 -10.76219
N -13.55427 -6.51195 -11.76217
C -14.70682 -5.62052 -11.79892
C -16.00591 -6.31324 -12.21635
N -15.80227 -7.11508 -13.42035
C -16.81045 -8.16613 -13.71378
C -14.96934 -6.61547 -14.39513
C -15.11091 -5.35031 -14.96223
C -14.36148 -4.79338 -15.98964
C -13.19609 -5.49442 -16.33101
C -12.96871 -6.78446 -15.78113
C -13.83014 -7.30787 -14.84243
S -13.50826 -8.84561 -14.18972
C -12.29725 -6.01435 -12.12997
C -11.87450 -4.75277 -11.66112
C -10.57949 -4.39164 -11.69698
C -9.72068 -5.10080 -12.55817
C -10.18765 -6.15391 -13.33588
C -11.38437 -6.74451 -12.96507
S -11.71713 -8.46972 -13.33377
H -14.37112 -7.18507 -10.03596
H -12.73981 -7.77645 -10.29738
H -13.98179 -8.46750 -11.29749
H -14.50215 -4.76972 -12.49977
H -14.85832 -5.12316 -10.79921
H -16.74806 -5.54663 -12.42860
H -16.37544 -6.96461 -11.41115
H -17.85819 -7.78280 -13.86330
H -16.86925 -8.88480 -12.88275
H -16.47305 -8.58761 -14.62389
H -15.95251 -4.75730 -14.65501
H -14.63789 -3.83817 -16.47742
H -12.40191 -5.00460 -16.93802
H -12.04635 -7.35101 -16.04694
H -12.60961 -4.23480 -11.00745
H -10.19631 -3.60664 -11.04750
H -8.69598 -4.76278 -12.75392
H -9.60880 -6.54872 -14.20268
Cl -4.64834 -12.06396 -19.54418
C -6.18081 -11.57656 -18.93113
C -6.49601 -10.20638 -18.87862
C -7.72350 -9.79087 -18.40229
Cl -8.04892 -8.09034 -18.21136
C -8.64525 -10.77340 -17.83895
O -9.64477 -10.39564 -17.08593
C -8.39327 -12.19127 -18.15290
C -9.32702 -13.17545 -17.81599
O -10.60509 -12.98512 -17.70612
C -7.08891 -12.49668 -18.57869
H -5.79726 -9.43429 -19.18191
H -8.92880 -14.23154 -17.65848
H -6.81289 -13.55139 -18.70203
O -14.03706 -11.56587 -12.46268
C -13.18232 -11.83676 -13.33220
O -13.17859 -11.66395 -14.63581
C -11.88393 -12.50409 -12.85477
C -11.75178 -12.88453 -11.53099
C -10.77883 -13.81364 -11.12202
C -9.93076 -14.42014 -12.04190
C -10.02658 -14.05123 -13.40111
C -10.84331 -12.89485 -13.70816
O -10.49105 -12.19937 -14.80242
N -9.44990 -14.88595 -14.40242
O -8.92661 -15.95270 -14.01309
O -9.57789 -14.56073 -15.61569
N -10.70190 -14.19018 -9.79035
O -11.54746 -13.79647 -8.94850
O -9.71542 -14.85529 -9.46641
H -12.53147 -12.56094 -10.83963
H -9.12909 -15.11499 -11.78032
N -12.03488 -9.08475 -23.79516
C -12.93689 -9.48111 -22.86936
O -14.08339 -9.90178 -23.15647
C -12.53262 -9.41588 -21.43482
C -13.55865 -9.89440 -20.62824
C -13.27982 -10.23984 -19.32113
N -12.04594 -10.10099 -18.74105
C -11.16392 -9.41296 -19.50461
C -11.33581 -9.05428 -20.81177
H -12.19829 -9.31644 -24.77308
H -11.05442 -9.15682 -23.51246
H -14.53500 -10.03615 -21.07339
H -14.02813 -10.61598 -18.65972
H -10.24297 -9.12440 -18.99910
H -10.52848 -8.57434 -21.36993
C -16.80144 -15.17181 -12.63352
C -16.17762 -13.82924 -13.09435
N -17.01884 -13.07392 -14.04638
C -18.30622 -12.57598 -13.57911
C -19.51173 -12.81102 -14.50112
C -16.58296 -12.48876 -15.25165
O -17.06085 -11.43041 -15.66695
C -15.50816 -13.15659 -16.04675
C -15.27769 -14.53525 -16.20414
C -14.23233 -14.96106 -16.99280
C -13.42074 -14.01789 -17.58038
N -13.59992 -12.67845 -17.38405
C -14.70889 -12.27382 -16.76024
H -16.29047 -15.55734 -11.74476
H -16.85360 -15.99686 -13.40053
H -17.83833 -14.91485 -12.31651
H -15.28217 -14.02768 -13.68210
H -15.89397 -13.13091 -12.32245
H -18.20498 -11.46209 -13.45179
H -18.43876 -13.04850 -12.59097
H -19.48161 -12.11077 -15.31652
H -20.42266 -12.69455 -13.90178
H -19.52026 -13.91198 -14.73088
H -15.99878 -15.17923 -15.75991
H -14.05349 -15.98826 -17.23417
H -12.61049 -14.29428 -18.19586
H -14.92348 -11.21011 -16.68414
```

Total energy   -150387.0039 eV
Net charge   -2
Molar mass   1176.185 g/mol
Spin multiplicity   8



(4)
A structure of composition C46H43N2O3 in a non-equilibrium geometry, computed with ωB97M-V/def2-TZVPD.

The geometry in XYZ format:
```
94
Properties=species:S:1:pos:R:3
C 0.04379 -5.28339 -2.36377
C 0.02188 -4.88118 -0.91099
C -1.35388 -4.40057 -0.48718
C 0.49248 -6.03851 -0.04669
O 1.00858 -3.82978 -0.63861
C 0.88887 -2.64757 -1.27369
C 1.53730 -1.61627 -0.44029
N 2.64506 -1.14725 -1.10458
C 3.54382 -0.44067 -0.48123
C 4.60681 0.11999 -1.31727
C 5.62313 0.95261 -0.80713
C 6.62396 1.41731 -1.65758
C 6.64169 1.02420 -3.00067
C 5.64230 0.17630 -3.51038
C 4.61549 -0.25401 -2.66894
C 3.53347 -0.22085 0.98906
C 3.51207 1.07933 1.51962
C 3.46776 1.26515 2.90601
C 3.43685 0.15538 3.75748
C 3.49922 -1.14418 3.23685
C 3.56096 -1.32819 1.85278
O 0.35282 -2.42671 -2.34060
H 1.03114 -5.68637 -2.62660
H -0.70619 -6.06369 -2.54633
H -0.17421 -4.41999 -2.99408
H -1.34436 -4.11797 0.57577
H -1.65221 -3.52826 -1.08410
H -2.08642 -5.20548 -0.63452
H 0.63472 -5.71998 0.99335
H -0.23844 -6.85592 -0.06920
H 1.45219 -6.42102 -0.42135
H 1.68436 -1.98724 0.57486
H 5.61027 1.22776 0.24458
H 7.39169 2.07800 -1.25484
H 7.44697 1.37008 -3.64859
H 5.66032 -0.15331 -4.54714
H 3.81040 -0.89373 -3.02914
H 3.53018 1.93157 0.83898
H 3.46429 2.27942 3.31209
H 3.38204 0.30118 4.83874
H 3.50511 -2.02130 3.88940
H 3.64700 -2.33555 1.43843
C -4.53260 -2.97622 4.24464
N -3.29513 -2.23092 4.37143
C -3.12209 -1.54397 5.63586
C -2.55115 -1.87051 3.26664
C -3.18045 -1.60464 2.02258
C -2.45260 -1.03973 1.00172
C -1.03035 -0.88083 1.09726
C -0.33244 -0.19176 0.07598
C -0.78014 1.00832 -0.47415
C -0.41455 1.40986 -1.80477
C -0.77331 2.62391 -2.33101
C -0.53677 2.95780 -3.74118
C -0.54283 1.93010 -4.71407
C -0.39032 2.22890 -6.06805
C -0.19324 3.55586 -6.48014
C -0.15783 4.58152 -5.52512
C -0.32056 4.27849 -4.17665
C -1.39440 3.63127 -1.43485
O -1.35036 4.84587 -1.69315
C -2.00443 3.12781 -0.17824
C -2.91974 3.97310 0.60753
C -3.86255 3.37690 1.48496
C -4.77729 4.16220 2.18564
C -4.75980 5.55789 2.04893
C -3.80339 6.16390 1.22391
C -2.88874 5.37752 0.53151
C -1.64137 1.88621 0.26877
C -0.39405 -1.32762 2.29432
C -1.13850 -1.72896 3.37677
H -4.44727 -3.71083 3.43481
H -4.70941 -3.50290 5.19033
H -5.39128 -2.31953 4.03925
H -2.13786 -1.07172 5.67502
H -3.89055 -0.76484 5.77136
H -3.22218 -2.26246 6.45729
H -4.25673 -1.77913 1.91752
H -2.96507 -0.69674 0.09762
H 0.67669 -0.57190 -0.32120
H 0.14328 0.69348 -2.41515
H -0.70113 0.89870 -4.39161
H -0.43253 1.42308 -6.80296
H -0.07769 3.79052 -7.53913
H -0.01018 5.62130 -5.82191
H -0.30482 5.07879 -3.44316
H -3.88440 2.28914 1.59307
H -5.50733 3.67427 2.83360
H -5.48695 6.16830 2.58287
H -3.75868 7.24608 1.10854
H -2.14596 5.85124 -0.10432
H -1.97780 1.56262 1.25400
H 0.68948 -1.23280 2.37710
H -0.65390 -1.97626 4.32747
```

Total energy   -57520.9856 eV
Net charge   -1
Molar mass   671.861 g/mol
Spin multiplicity   1